Record 1
{
  "formula": "C4H7NO",
  "method": "ωB97M-V with the def2-TZVPD basis set",
  "homo_lumo_gap_ev": 10.7,
  "max_force_ev_per_a": 0.60,
  "total_charge": 0,
  "e_above_lowest_ev": 3.247,
  "energy_ha": -286.512320,
  "symbols": ["O", "N", "C", "C", "C", "C", "H", "H", "H", "H", "H", "H", "H"],
  "xyz": [[-2.54195, 0.75991, 0.36157], [-1.83564, 0.07989, -0.67844], [-0.60267, 0.05501, -0.39198], [0.19802, 0.46817, 0.81649], [1.43476, -0.19927, 0.15348], [0.59215, -0.52781, -1.11429], [-2.69145, 0.08105, 1.03526], [0.25233, 1.55081, 0.96345], [-0.15626, 0.01560, 1.74896], [2.27904, 0.47123, -0.02049], [1.79136, -1.08340, 0.68701], [0.88192, 0.02989, -2.01039], [0.50124, -1.58570, -1.37748]],
  "forces_ev_per_a": [[-0.161, -0.034, 0.206], [0.592, -0.053, -0.046], [-0.356, -0.035, -0.083], [-0.025, 0.071, 0.142], [0.212, -0.027, 0.055], [-0.033, -0.070, -0.145], [-0.114, 0.091, -0.102], [0.011, -0.150, -0.047], [0.117, 0.081, -0.105], [-0.124, -0.108, 0.027], [-0.044, 0.128, -0.096], [-0.079, -0.058, 0.144], [0.003, 0.163, 0.049]]
}


Record 2
{
  "formula": "C4H9NO",
  "method": "ωB97M-V with the def2-TZVPD basis set",
  "homo_lumo_gap_ev": [8.0, 8.0],
  "max_force_ev_per_a": 0.36,
  "total_charge": 0,
  "e_above_lowest_ev": 4.478,
  "energy_ha": -287.667899,
  "symbols": ["C", "C", "C", "O", "N", "C", "H", "H", "H", "H", "H", "H", "H", "H", "H"],
  "xyz": [[-0.10460, -0.05718, -2.20719], [0.01373, -0.60731, -0.81599], [0.94645, -0.05244, 0.07794], [1.64079, 0.95082, 0.00576], [0.56404, -0.52366, 1.41496], [0.01827, 0.41271, 2.16571], [0.53469, -0.59972, -2.91661], [-1.13391, -0.11647, -2.57612], [0.21416, 0.98898, -2.21265], [-1.11320, 0.37545, 0.16854], [-0.35077, -1.61606, -0.62885], [0.16455, -1.45333, 1.47714], [-0.55508, 0.13671, 3.04236], [0.43641, 1.40733, 2.07353], [-1.27555, 0.75420, 0.93149]],
  "forces_ev_per_a": [[-0.011, 0.066, -0.060], [0.266, -0.119, -0.051], [-0.235, 0.086, -0.096], [-0.089, -0.213, -0.020], [-0.215, 0.140, 0.156], [0.313, -0.151, 0.077], [-0.086, 0.064, 0.112], [0.139, 0.004, 0.044], [-0.058, -0.128, -0.029], [-0.054, 0.132, 0.267], [0.054, 0.141, 0.027], [0.046, 0.131, -0.058], [0.032, 0.005, -0.100], [-0.103, -0.089, 0.022], [0.001, -0.068, -0.290]]
}


Record 3
{
  "formula": "C35H100Br2N15O6P5",
  "method": "ωB97M-V with the def2-TZVPD basis set",
  "homo_lumo_gap_ev": 8.7,
  "max_force_ev_per_a": 3.44,
  "total_charge": 0,
  "e_above_lowest_ev": 0.000,
  "energy_ha": -9521.308386,
  "symbols": ["C", "N", "C", "P", "O", "N", "C", "C", "N", "C", "C", "H", "H", "H", "H", "H", "H", "H", "H", "H", "H", "H", "H", "H", "H", "H", "H", "H", "H", "C", "N", "C", "P", "O", "N", "C", "C", "N", "C", "C", "H", "H", "H", "H", "H", "H", "H", "H", "H", "H", "H", "H", "H", "H", "H", "H", "H", "H", "C", "N", "C", "P", "O", "N", "C", "C", "N", "C", "C", "H", "H", "H", "H", "H", "H", "H", "H", "H", "H", "H", "H", "H", "H", "H", "H", "H", "H", "C", "N", "C", "P", "O", "N", "C", "C", "N", "C", "C", "H", "H", "H", "H", "H", "H", "H", "H", "H", "H", "H", "H", "H", "H", "H", "H", "H", "H", "C", "N", "C", "P", "O", "N", "C", "C", "N", "C", "C", "H", "H", "H", "H", "H", "H", "H", "H", "H", "H", "H", "H", "H", "H", "H", "H", "H", "H", "C", "C", "C", "O", "H", "H", "H", "H", "H", "H", "Br", "C", "C", "Br", "H", "H", "H", "H"],
  "xyz": [[-16.25149, 20.81256, -2.30879], [-17.03329, 21.33700, -3.48567], [-18.12084, 22.29706, -3.05166], [-17.50631, 20.35685, -4.68451], [-18.74650, 19.61582, -4.36342], [-17.74588, 21.40027, -5.94456], [-17.01707, 22.58942, -6.26587], [-18.86243, 21.18887, -6.86829], [-16.19957, 19.39063, -5.05227], [-16.20512, 17.99212, -4.62370], [-14.98017, 19.76144, -5.78479], [-15.73731, 21.65814, -1.86734], [-15.57011, 20.04202, -2.62480], [-16.95109, 20.26842, -1.67217], [-17.65444, 23.11429, -2.58065], [-18.82371, 21.83655, -2.30012], [-18.71634, 22.68388, -3.91228], [-16.08147, 22.56566, -5.69750], [-16.93831, 22.71282, -7.31814], [-17.58116, 23.44003, -5.88937], [-19.33175, 20.21362, -6.94692], [-19.58869, 21.95740, -6.56713], [-18.54324, 21.38671, -7.90810], [-15.52007, 17.74572, -3.85108], [-17.20314, 17.67471, -4.31812], [-15.89477, 17.38133, -5.49252], [-14.19928, 19.42356, -5.13399], [-15.02992, 20.81620, -6.00088], [-14.90101, 19.23485, -6.68718], [-14.78539, 28.22484, 1.78263], [-15.92783, 27.31176, 1.56405], [-16.92316, 27.35944, 2.56679], [-16.23617, 26.46334, 0.19598], [-14.98804, 26.26415, -0.58386], [-16.78640, 24.91607, 0.75909], [-15.76032, 24.06466, 1.35034], [-18.12422, 24.46251, 1.19025], [-17.43013, 27.08057, -0.72568], [-17.68298, 26.27116, -1.87634], [-18.50262, 28.02553, -0.47090], [-15.13825, 29.28272, 1.75160], [-14.11346, 28.03601, 0.95668], [-14.29743, 28.10219, 2.79365], [-17.21847, 28.42369, 2.71604], [-16.47815, 27.16032, 3.52252], [-17.87649, 26.90414, 2.49579], [-15.56905, 23.17008, 0.71811], [-14.86483, 24.66370, 1.62558], [-16.16820, 23.76506, 2.32857], [-18.93074, 25.09451, 0.83094], [-18.29924, 23.45832, 0.77828], [-18.11144, 24.47302, 2.26777], [-18.64219, 25.71059, -1.79029], [-17.69860, 26.91155, -2.74076], [-16.88595, 25.48341, -2.01926], [-19.45252, 27.48796, -0.19254], [-18.76664, 28.68949, -1.31254], [-18.21492, 28.65910, 0.38756], [-8.26794, 19.15290, 0.52663], [-8.45470, 18.67759, -0.86117], [-7.32467, 17.91732, -1.35115], [-9.95040, 18.80804, -1.61104], [-9.92462, 17.88508, -2.79689], [-11.20863, 18.48215, -0.61219], [-11.57880, 19.29982, 0.53997], [-11.80043, 17.14646, -0.55366], [-10.06230, 20.43381, -1.95821], [-11.12044, 20.87985, -2.79391], [-8.87968, 21.18425, -2.28848], [-9.16478, 19.51707, 0.96270], [-7.42641, 19.81377, 0.66923], [-7.95508, 18.34286, 1.15422], [-6.44167, 18.54024, -1.39115], [-7.68330, 17.63055, -2.34378], [-7.05570, 17.08255, -0.65668], [-11.21934, 18.86025, 1.46849], [-11.17708, 20.29463, 0.40166], [-12.69181, 19.37992, 0.60643], [-11.84217, 16.60646, -1.48539], [-11.09975, 16.50086, 0.02552], [-12.79648, 17.12459, -0.18855], [-11.93582, 20.12629, -2.84877], [-11.62560, 21.85043, -2.49930], [-10.77481, 21.07740, -3.79904], [-8.05594, 20.92406, -1.59319], [-9.09154, 22.27653, -2.20421], [-8.56990, 21.01129, -3.32367], [-16.96386, 30.41771, -3.43057], [-15.53804, 30.65095, -3.13127], [-14.86146, 29.45338, -2.57312], [-15.18190, 32.13753, -2.44401], [-13.91847, 32.06342, -1.69873], [-15.35970, 33.22033, -3.78405], [-14.94269, 34.58751, -3.45348], [-14.82791, 32.84807, -5.10510], [-16.35638, 32.71885, -1.44232], [-16.28867, 32.74691, 0.01024], [-17.60995, 33.16802, -1.99960], [-17.47496, 31.34455, -3.67103], [-17.49139, 30.07499, -2.56456], [-17.06606, 29.62267, -4.14303], [-14.66241, 28.61258, -3.28433], [-15.35497, 29.01840, -1.72064], [-13.85672, 29.74488, -2.19913], [-13.86099, 34.72780, -3.59881], [-15.42803, 35.30031, -4.17909], [-15.29858, 34.82257, -2.40824], [-14.90667, 31.78987, -5.33662], [-15.42819, 33.45881, -5.79557], [-13.78704, 33.02134, -5.24758], [-15.29904, 32.46000, 0.33980], [-16.37486, 33.76020, 0.28196], [-17.01927, 32.10347, 0.58518], [-17.48492, 33.26917, -3.09333], [-17.76505, 34.22986, -1.69887], [-18.45922, 32.51614, -1.80347], [-10.64641, 26.40539, 3.65104], [-9.98489, 25.10276, 3.38607], [-8.78838, 25.24834, 2.64082], [-10.77699, 23.63636, 3.42182], [-12.07818, 23.88859, 4.04649], [-10.99839, 23.07901, 1.83009], [-9.96157, 22.81808, 0.83516], [-12.36335, 23.21334, 1.31288], [-9.67283, 22.55943, 4.02600], [-9.68160, 21.18194, 3.61984], [-9.05540, 22.73095, 5.33894], [-9.85392, 27.11858, 4.00667], [-11.43996, 26.35004, 4.38766], [-11.16024, 26.78094, 2.74599], [-8.31941, 24.31401, 2.41783], [-8.03295, 25.83535, 3.17156], [-8.97429, 25.78482, 1.66776], [-9.92018, 23.61190, 0.01819], [-8.95471, 22.70205, 1.24611], [-10.16690, 21.91357, 0.27528], [-12.71978, 22.28715, 0.84461], [-13.04632, 23.49304, 2.08486], [-12.37841, 24.00380, 0.62336], [-9.98690, 20.44246, 4.41204], [-10.37533, 21.02597, 2.75741], [-8.66122, 20.84580, 3.37333], [-7.95922, 22.47972, 5.32861], [-9.53475, 22.12962, 6.18540], [-9.15451, 23.80565, 5.71308], [-8.17507, 25.75227, -2.85737], [-7.46807, 26.21738, -1.65681], [-7.72749, 27.65100, -1.20409], [-6.74377, 25.49356, -1.05083], [-8.11432, 26.45617, -3.73650], [-9.19575, 25.76522, -2.57124], [-7.99125, 24.73865, -3.20079], [-8.77042, 27.70790, -0.96334], [-7.44642, 28.40478, -1.94442], [-7.19452, 27.98093, -0.25214], [-11.34081, 26.47199, -0.55939], [-12.37999, 26.07323, -2.13517], [-12.68095, 24.54181, -2.33085], [-13.96340, 24.41226, -3.72258], [-11.85188, 26.37977, -3.01341], [-13.28753, 26.60103, -1.92076], [-13.20261, 24.17233, -1.41558], [-11.80386, 23.92663, -2.56952]],
  "forces_ev_per_a": [[-1.463, 0.078, -1.485], [0.255, 1.695, 1.946], [-0.426, -1.590, -0.409], [-0.366, -0.852, -1.052], [0.280, -0.431, -0.340], [-0.361, -1.452, -0.924], [-0.040, 0.095, 2.012], [-0.072, 0.956, -0.303], [-0.538, -0.670, 0.297], [-0.727, -0.118, -1.603], [-1.683, 0.366, 1.728], [0.025, -0.096, 0.417], [0.592, 0.028, -0.416], [0.018, 0.452, 0.620], [0.676, 1.172, 0.612], [0.592, 0.175, -0.826], [0.548, -0.540, 0.558], [0.064, 0.324, -0.543], [0.605, -0.023, -0.936], [-0.060, 0.582, 0.003], [0.196, -0.169, 0.880], [-0.446, -0.339, -0.556], [0.065, 0.210, 0.395], [0.870, 0.133, 1.019], [0.063, 0.175, -0.079], [-0.259, 0.043, 0.269], [1.133, 0.480, 0.143], [0.580, 0.290, 0.127], [-0.022, -0.890, -1.491], [-0.801, 0.297, 0.182], [0.206, 0.157, -0.474], [0.045, 2.958, 1.755], [1.152, -2.361, 0.860], [-0.192, 0.135, 0.131], [-0.103, 1.179, -0.792], [-0.064, 0.480, 0.629], [0.869, 0.533, -1.078], [-0.848, 0.628, -0.058], [0.176, -1.964, -0.723], [-0.482, -0.086, 1.515], [0.219, -0.541, -0.091], [0.475, 0.115, 0.098], [-0.518, -0.365, -1.081], [0.010, -0.121, -0.165], [0.150, -0.748, 0.716], [-0.498, -1.247, -0.783], [0.247, 0.544, 0.470], [-0.303, -0.600, -0.698], [0.314, -0.438, -0.185], [0.024, 0.277, -0.126], [-0.016, 0.110, 0.364], [-0.461, -0.322, 0.550], [0.320, 0.420, -0.079], [-0.127, 0.118, -0.648], [-0.721, 1.029, 0.116], [0.692, 0.397, -0.204], [0.555, -0.438, 0.058], [-0.216, -0.166, -0.391], [0.383, -0.892, -0.924], [-0.430, 0.828, 2.136], [-0.877, -0.243, -0.091], [1.608, -1.623, -1.995], [-0.382, 0.849, 1.080], [-1.177, 0.326, 0.224], [-0.837, -0.058, -0.507], [2.313, -1.093, -0.138], [0.139, 0.230, 0.759], [-2.679, 0.353, -0.259], [1.107, 0.702, 0.712], [-0.606, 0.712, 0.184], [0.102, 0.958, -0.462], [-0.048, -1.080, 0.395], [0.324, 0.366, -0.291], [0.812, -0.612, 0.075], [-0.491, 0.237, -0.695], [0.071, -0.003, 0.227], [0.003, 0.148, 0.169], [0.753, -0.050, -0.060], [0.175, 0.485, -0.812], [-0.851, 0.186, 0.282], [-0.753, 0.398, 0.784], [0.492, 0.412, -0.017], [0.714, -0.936, 0.289], [0.185, -0.230, -0.526], [-0.420, 0.292, -0.560], [0.098, -0.661, 0.114], [0.132, -0.118, -0.021], [0.777, 0.341, 0.468], [-0.524, -0.709, 0.124], [1.519, 0.253, -0.250], [0.464, 0.222, -0.736], [0.587, 0.132, -0.027], [1.213, -1.171, 0.904], [-1.036, 0.691, 0.007], [-1.393, -0.089, 0.053], [-0.992, -0.621, -0.120], [0.385, -1.323, 0.015], [0.240, 1.484, -0.923], [0.166, -0.148, -0.760], [-0.271, -0.389, 1.012], [-0.088, -0.077, -0.843], [-0.591, 0.898, 0.021], [-0.662, -0.120, 0.399], [-0.651, 0.037, -0.319], [-0.169, -0.081, 0.494], [0.233, -0.590, 0.728], [0.677, -0.023, -1.136], [-0.663, -0.070, 0.197], [0.454, -0.366, -0.295], [1.037, 0.747, 0.161], [0.271, -0.259, -0.130], [-0.543, 1.343, 0.766], [0.395, 0.617, -0.971], [-0.232, -0.245, 0.567], [-0.449, -0.697, 0.280], [-0.138, 0.113, 0.349], [0.400, -0.254, -0.218], [-0.516, 0.311, 1.049], [0.670, 1.249, -1.191], [0.065, 1.024, -1.594], [-0.581, -0.460, 0.684], [0.007, -0.109, 0.937], [-0.131, 0.970, -0.898], [0.712, -0.993, 0.220], [0.093, -0.124, 0.835], [-0.367, -1.745, -0.412], [0.155, 1.228, 1.678], [-0.800, -0.526, -0.442], [0.171, -0.408, 0.298], [0.532, 0.084, 0.078], [0.143, -0.633, -0.120], [-0.072, 0.130, 0.141], [0.186, -0.461, 0.579], [-0.013, -0.500, 1.095], [-0.315, 0.137, 0.178], [-0.168, -0.406, -0.011], [0.139, 0.025, -0.038], [-0.196, -0.095, 0.670], [-0.150, 1.056, -1.337], [-0.094, 0.971, -0.305], [0.789, 0.130, 0.673], [-0.175, 0.209, -0.291], [-0.980, 0.154, -0.181], [0.388, 0.388, -1.371], [0.203, -1.291, -0.824], [-0.480, 0.637, -2.104], [0.593, 1.396, 0.030], [1.031, 0.499, 1.194], [1.050, -1.148, 1.129], [0.113, -0.566, 0.944], [-1.421, 0.104, 0.171], [0.602, -0.015, 0.279], [-0.766, 0.356, -0.195], [-0.338, -0.253, -0.235], [-0.373, -1.029, -1.190], [0.400, -0.206, 0.211], [-0.223, -1.917, -0.156], [0.018, 1.072, 2.141], [-0.480, -0.218, -0.777], [0.298, 0.698, -0.307], [-0.506, 0.126, -0.361], [0.586, 0.165, -0.754], [-0.276, 0.399, 0.065]]
}


Record 4
{
  "formula": "C4H6ClN",
  "method": "ωB97M-V with the def2-TZVPD basis set",
  "homo_lumo_gap_ev": 9.0,
  "max_force_ev_per_a": 3.64,
  "total_charge": 0,
  "e_above_lowest_ev": 2.426,
  "energy_ha": -670.859435,
  "symbols": ["C", "C", "C", "C", "N", "Cl", "H", "H", "H", "H", "H", "H"],
  "xyz": [[-0.59759, 1.31433, 1.48208], [-0.08127, 0.15250, 1.09336], [0.00236, -0.02990, -1.62066], [0.42286, -1.23211, -0.84718], [-0.51859, -0.60974, 0.05692], [1.21496, -0.55833, 2.06461], [-0.24558, 1.81957, 2.36127], [-1.38285, 1.77045, 0.91165], [0.50670, 0.90768, -1.49506], [-0.86591, -0.08377, -2.24974], [0.08335, -2.18278, -1.24329], [1.46155, -1.26790, -0.51395]],
  "forces_ev_per_a": [[0.215, -0.171, 0.098], [0.502, 0.893, 0.712], [-1.044, -1.128, 3.182], [0.525, 0.110, -0.109], [-0.060, 0.156, -3.637], [-0.009, -0.030, -0.004], [0.098, 0.028, 0.161], [-0.241, 0.031, -0.218], [0.236, 0.143, -0.009], [-0.070, 0.003, -0.177], [-0.028, -0.036, 0.094], [-0.123, 0.001, -0.094]]
}